Version 1
C6H12 in the gas phase, computed with wB97M-V/def2-TZVPD.

Positions of all 18 atoms, in Å:
C: -0.580 1.833 0.288
C: -0.510 0.583 -0.595
C: -1.119 -0.647 0.113
C: 0.049 -1.240 0.906
C: 1.225 -1.123 -0.071
C: 0.950 0.158 -0.900
H: -0.102 1.655 1.259
H: -1.620 2.119 0.482
H: -0.070 2.691 -0.168
H: -1.035 0.793 -1.533
H: -1.474 -1.362 -0.637
H: -1.975 -0.387 0.740
H: 0.235 -0.646 1.806
H: -0.128 -2.267 1.230
H: 2.199 -1.092 0.427
H: 1.226 -2.000 -0.729
H: 1.647 0.964 -0.649
H: 1.084 -0.033 -1.970

Molar mass: 84.2 g mol⁻¹
SMILES: CC1CCCC1

Atomic charges from the natural (NBO) analysis, expressed in e, are listed below:
1 C -0.6047
2 C -0.2193
3 C -0.4013
4 C -0.4053
5 C -0.4063
6 C -0.4076
7 H 0.1990
8 H 0.2061
9 H 0.2075
10 H 0.2020
11 H 0.2001
12 H 0.2075
13 H 0.1946
14 H 0.2105
15 H 0.2088
16 H 0.1978
17 H 0.2026
18 H 0.2081

=====

Version 2
A 2-piece molecular cluster, C6H12 overall, computed with wB97M-V/def2-TZVPD.

Positions of all 18 atoms, in Å:
C: 1.984 0.254 0.268
C: 0.624 -0.165 0.699
C: -0.021 -1.332 0.860
C: -1.304 -0.688 1.335
C: -0.557 0.667 1.151
H: 1.936 1.109 -0.413
H: 2.576 0.564 1.135
H: 2.523 -0.550 -0.240
H: 0.259 -2.366 0.686
H: -1.592 -0.908 2.368
H: -2.179 -0.820 0.688
H: -0.395 1.240 2.069
H: -0.987 1.332 0.393
C: -0.569 0.340 -2.200
H: -0.315 1.397 -2.064
H: -1.651 0.231 -2.274
H: -0.106 -0.045 -3.109
H: -0.227 -0.260 -1.351

Molar mass: 84.2 g mol⁻¹
SMILES: CC1=CCC1.C

Atomic charges from the natural (NBO) analysis, expressed in e, are listed below:
1 C -0.6572
2 C 0.0360
3 C -0.2131
4 C -0.4135
5 C -0.4292
6 H 0.2209
7 H 0.2255
8 H 0.2224
9 H 0.2016
10 H 0.2025
11 H 0.2011
12 H 0.2045
13 H 0.2069
14 C -0.8668
15 H 0.2075
16 H 0.2112
17 H 0.2121
18 H 0.2276

=====

So which one is most stable? That would be version 1, about 41.3 kcal/mol below the next structure.

=====

Version 1
An isolated ion of composition C4H8NO and charge +1, computed with wB97M-V/def2-TZVPD.

Positions of all 14 atoms, in Å:
C: 0.037 1.116 0.441
C: -0.687 -1.335 0.111
C: 1.482 0.665 0.051
C: -0.988 0.002 0.210
N: 1.626 -0.416 -0.612
O: -2.019 0.481 -0.512
H: 0.227 1.450 1.541
H: -0.407 1.886 -0.089
H: -0.088 -1.743 0.922
H: -1.562 -1.841 -0.178
H: 2.179 1.446 0.359
H: 2.560 -0.631 -0.847
H: 0.418 -1.110 -0.540
H: -2.780 0.030 -0.858

Molar mass: 86.1 g mol⁻¹
Multiplicity: 3
⟨S²⟩: 2.0095
Total charge: +1

Atomic charges from the natural (NBO) analysis, expressed in e, are listed below:
1 C -0.5305
2 C -0.4080
3 C 0.2372
4 C 0.2379
5 N -0.5083
6 O -0.6074
7 H 0.2626
8 H 0.2917
9 H 0.2463
10 H 0.2489
11 H 0.2491
12 H 0.4308
13 H 0.3221
14 H 0.5276

=====

Version 2
A 2-piece molecular cluster, C4H8NO overall, computed with wB97M-V/def2-TZVPD.

Positions of all 14 atoms, in Å:
C: 2.401 0.693 0.435
C: -0.132 -1.581 0.600
C: 0.511 -1.094 -0.644
C: -1.275 0.758 -0.204
N: -0.477 -0.415 -0.182
O: 2.213 -0.309 -0.202
H: 3.411 1.110 0.527
H: 1.610 1.245 0.956
H: -0.808 -2.427 0.563
H: 0.375 -1.445 1.547
H: 0.884 -1.423 -1.592
H: -1.218 1.276 0.754
H: -0.941 1.415 -1.006
H: -2.319 0.489 -0.379

Molar mass: 86.1 g mol⁻¹
Multiplicity: 3
⟨S²⟩: 2.0165
Total charge: +1

Atomic charges from the natural (NBO) analysis, expressed in e, are listed below:
1 C -0.2085
2 C -0.2094
3 C 0.2717
4 C -0.4378
5 N -0.2053
6 O -0.2462
7 H 0.2911
8 H 0.2427
9 H 0.2307
10 H 0.2264
11 H 0.2801
12 H 0.2482
13 H 0.2530
14 H 0.2633

=====

So which one is most stable? That would be version 1, about 20.6 kcal/mol below the next structure.

=====

Version 1
C27H54IrN10P as an isolated structure, computed with wB97M-V/def2-TZVPD.

Positions of all 93 atoms, in Å:
Ir: -0.485 -1.206 -0.709
C: 2.550 -1.989 -5.188
N: 2.165 -1.105 -4.098
C: 3.121 -0.085 -3.699
C: 1.140 -1.427 -3.252
N: 0.939 -0.830 -2.120
N: 0.309 -2.435 -3.666
C: -1.010 -2.635 -3.181
N: -1.724 -3.439 -4.062
N: -1.533 -2.110 -2.165
H: 3.312 -1.490 -5.780
H: 1.719 -2.181 -5.869
H: 2.958 -2.940 -4.835
H: 3.701 0.203 -4.572
H: 3.809 -0.429 -2.923
H: 2.604 0.809 -3.349
H: 1.655 -0.162 -1.886
H: 0.503 -2.821 -4.572
H: -1.216 -4.120 -4.603
H: -2.565 -3.806 -3.647
H: -2.968 -1.198 -2.096
N: -3.935 -2.118 1.755
C: -2.942 -2.821 2.430
C: -1.811 -2.670 1.712
N: -2.035 -1.902 0.580
C: -3.370 -1.650 0.578
C: -4.135 -1.008 -0.384
N: -3.804 -0.751 -1.683
C: -4.846 -0.073 -2.287
C: -5.825 0.101 -1.383
N: -5.417 -0.517 -0.195
H: -4.910 -2.360 1.823
H: -3.136 -3.360 3.340
H: -0.851 -3.103 1.918
H: -4.815 0.208 -3.324
H: -6.785 0.574 -1.477
H: -5.776 -0.264 0.709
C: 1.116 4.165 0.216
C: 0.551 2.801 -0.216
C: 1.515 2.195 -1.246
C: -0.756 3.082 -0.971
P: 0.299 1.550 1.181
N: 0.639 0.113 0.488
C: -1.428 1.757 1.898
C: -1.706 3.205 2.381
C: -1.581 0.793 3.087
C: -2.494 1.336 0.857
C: 1.596 1.798 2.525
C: 1.561 0.660 3.566
C: 1.466 3.100 3.331
C: 2.979 1.751 1.855
H: 1.194 4.773 -0.688
H: 2.112 4.104 0.644
H: 0.472 4.708 0.902
H: 1.726 2.962 -1.996
H: 1.037 1.356 -1.748
H: 2.464 1.872 -0.817
H: -0.509 3.728 -1.817
H: -1.481 3.614 -0.362
H: -1.206 2.172 -1.365
H: -0.904 3.907 2.187
H: -1.884 3.221 3.456
H: -2.600 3.600 1.899
H: -0.998 1.100 3.948
H: -1.331 -0.236 2.823
H: -2.631 0.802 3.388
H: -2.927 2.187 0.342
H: -3.299 0.827 1.385
H: -2.108 0.642 0.110
H: 0.900 0.890 4.396
H: 2.566 0.559 3.982
H: 1.276 -0.304 3.159
H: 0.513 3.169 3.850
H: 1.617 4.002 2.748
H: 2.244 3.076 4.098
H: 3.182 0.766 1.439
H: 3.729 1.954 2.622
H: 3.109 2.491 1.069
C: 3.257 -1.287 0.038
C: 2.141 -1.996 0.829
C: 1.844 -3.368 0.200
C: 2.661 -2.277 2.249
C: 0.813 -1.198 0.919
H: 4.147 -1.150 0.655
H: 2.952 -0.297 -0.296
H: 3.554 -1.871 -0.833
H: 2.761 -3.961 0.171
H: 1.453 -3.271 -0.811
H: 1.110 -3.922 0.789
H: 3.490 -2.986 2.201
H: 1.884 -2.717 2.879
H: 3.033 -1.376 2.737
H: 0.286 -1.462 1.833

Molar mass: 742.0 g mol⁻¹
Multiplicity: 2
⟨S²⟩: 0.7621
Total charge: +1

Atomic charges from the Mulliken analysis, expressed in e, are listed below:
1 Ir 0.5538
2 C -1.0900
3 N 0.0646
4 C -0.7248
5 C 0.7012
6 N -0.0927
7 N -0.0224
8 C 0.2475
9 N -0.5394
10 N -1.2823
11 H 0.2932
12 H 0.4349
13 H 0.3475
14 H 0.3725
15 H 0.2647
16 H 0.1895
17 H -0.9128
18 H 0.2049
19 H 0.1846
20 H 0.2843
21 H 0.4028
22 N -0.1711
23 C -1.1808
24 C -0.2900
25 N 0.5283
26 C -0.2756
27 C 0.2104
28 N 0.3486
29 C -0.4729
30 C -0.7590
31 N -0.2128
32 H 0.2808
33 H 0.4704
34 H 0.4505
35 H 0.4598
36 H 0.4313
37 H 0.2990
38 C -1.9019
39 C 2.4338
40 C -1.9513
41 C -1.9127
42 P -1.5339
43 N -0.2113
44 C 2.9810
45 C -1.7892
46 C -1.8244
47 C -2.1667
48 C 2.2589
49 C -1.6199
50 C -1.8429
51 C -1.5733
52 H 0.5439
53 H 0.4181
54 H 0.2880
55 H 0.8138
56 H 0.4504
57 H 0.1716
58 H 0.5601
59 H 0.3901
60 H 0.1861
61 H 0.3206
62 H 0.4515
63 H 0.4004
64 H 0.4998
65 H -0.0684
66 H 0.7133
67 H 0.4346
68 H 0.7341
69 H -0.0468
70 H 0.4789
71 H 0.6104
72 H -0.0030
73 H 0.3355
74 H 0.3041
75 H 0.5204
76 H 0.1113
77 H 0.6680
78 H 0.2050
79 C -1.7350
80 C 3.1072
81 C -1.6952
82 C -2.1101
83 C -1.4600
84 H 0.3641
85 H 0.4550
86 H 0.4413
87 H 0.5331
88 H 0.2381
89 H 0.2242
90 H 0.5186
91 H 0.3125
92 H 0.4423
93 H 1.5276

=====

Version 2
C27H54IrN10P as an isolated structure, computed with wB97M-V/def2-TZVPD.

Positions of all 93 atoms, in Å:
Ir: 1.130 -0.103 -1.080
C: 1.394 3.271 -5.348
N: 2.167 2.240 -4.659
C: 2.616 1.174 -5.543
C: 1.763 1.862 -3.392
N: 1.519 0.660 -3.027
N: 1.657 2.935 -2.518
C: 1.206 2.919 -1.211
N: 1.125 4.157 -0.641
N: 0.940 1.840 -0.583
H: 1.926 3.554 -6.254
H: 1.278 4.165 -4.740
H: 0.398 2.908 -5.626
H: 3.270 1.607 -6.299
H: 1.784 0.671 -6.049
H: 3.181 0.437 -4.978
H: 1.422 -0.001 -3.801
H: 2.126 3.773 -2.822
H: 1.050 4.975 -1.218
H: 0.742 4.225 0.286
H: 0.562 1.936 0.365
N: 1.640 -4.271 -2.216
C: 2.120 -4.264 -0.936
C: 1.976 -2.991 -0.501
N: 1.406 -2.203 -1.486
C: 1.215 -3.018 -2.528
C: 0.579 -2.779 -3.826
N: 0.293 -1.630 -4.379
C: -0.328 -1.915 -5.568
C: -0.420 -3.260 -5.738
N: 0.152 -3.808 -4.618
H: 1.601 -5.084 -2.805
H: 2.531 -5.137 -0.465
H: 2.262 -2.593 0.454
H: -0.677 -1.135 -6.224
H: -0.841 -3.866 -6.520
H: 0.285 -4.795 -4.485
C: -0.926 0.153 4.742
C: -1.511 -0.779 3.668
C: -0.567 -1.994 3.603
C: -2.880 -1.274 4.151
P: -1.452 0.141 2.012
N: 0.024 0.426 1.558
C: -2.521 -0.823 0.779
C: -2.255 -0.350 -0.656
C: -4.034 -0.742 1.025
C: -2.103 -2.302 0.807
C: -2.197 1.858 2.239
C: -1.142 2.800 2.840
C: -3.453 1.902 3.121
C: -2.564 2.467 0.876
H: -0.750 -0.435 5.646
H: -1.603 0.960 5.013
H: 0.026 0.581 4.429
H: -0.387 -2.336 4.626
H: 0.394 -1.738 3.170
H: -0.986 -2.831 3.054
H: -2.751 -1.695 5.151
H: -3.276 -2.069 3.522
H: -3.624 -0.484 4.224
H: -2.586 0.664 -0.855
H: -2.802 -1.012 -1.333
H: -1.194 -0.419 -0.925
H: -4.427 0.257 0.845
H: -4.329 -1.051 2.024
H: -4.530 -1.411 0.316
H: -1.021 -2.424 0.722
H: -2.559 -2.800 -0.053
H: -2.451 -2.817 1.698
H: -0.813 2.510 3.833
H: -1.585 3.796 2.915
H: -0.259 2.850 2.204
H: -3.236 1.690 4.165
H: -4.232 1.221 2.786
H: -3.864 2.914 3.078
H: -1.748 2.381 0.156
H: -2.774 3.529 1.027
H: -3.457 2.024 0.441
C: 3.689 -0.361 0.858
C: 2.482 0.014 1.725
C: 2.616 -0.736 3.054
C: 2.590 1.512 2.037
C: 1.130 -0.338 1.031
H: 4.607 -0.022 1.346
H: 3.636 0.107 -0.127
H: 3.784 -1.441 0.713
H: 3.577 -0.512 3.524
H: 2.566 -1.819 2.911
H: 1.831 -0.448 3.754
H: 3.516 1.704 2.585
H: 1.754 1.845 2.650
H: 2.624 2.111 1.125
H: 0.954 -1.414 1.144

Molar mass: 742.0 g mol⁻¹
Multiplicity: 2
⟨S²⟩: 0.7535
Total charge: +1

Atomic charges from the Mulliken analysis, expressed in e, are listed below:
1 Ir 1.2115
2 C -1.0410
3 N -0.0847
4 C -1.0850
5 C 0.5086
6 N -0.1377
7 N -0.0060
8 C 0.6745
9 N -0.4350
10 N 0.4040
11 H 0.3886
12 H 0.3039
13 H 0.2937
14 H 0.3263
15 H 0.3424
16 H 0.3903
17 H 0.0532
18 H 0.3869
19 H 0.2127
20 H 0.1837
21 H -0.8952
22 N -0.0589
23 C -1.4363
24 C -0.0102
25 N 0.1167
26 C 0.2795
27 C 0.0791
28 N -0.2599
29 C -0.7978
30 C -0.3494
31 N -0.1464
32 H 0.1548
33 H 0.4427
34 H 0.5925
35 H 0.4403
36 H 0.4491
37 H 0.1729
38 C -2.0050
39 C 2.5432
40 C -1.5596
41 C -2.0297
42 P -0.9175
43 N 0.5848
44 C 2.6146
45 C -1.8873
46 C -2.0216
47 C -1.8413
48 C 2.1351
49 C -1.2972
50 C -1.9995
51 C -2.0261
52 H 0.6156
53 H 0.3409
54 H 0.2484
55 H 0.6004
56 H 0.1015
57 H 0.2627
58 H 0.5284
59 H 0.3442
60 H 0.2790
61 H 0.2263
62 H 0.5918
63 H 0.2799
64 H 0.3103
65 H 0.2898
66 H 0.5488
67 H 0.1909
68 H 0.6355
69 H 0.3223
70 H 0.2511
71 H 0.5766
72 H -0.1790
73 H 0.3103
74 H 0.2939
75 H 0.5449
76 H 0.0475
77 H 0.6364
78 H 0.3188
79 C -1.7384
80 C 2.6880
81 C -1.9274
82 C -1.7015
83 C -2.1172
84 H 0.5094
85 H 0.2329
86 H 0.2320
87 H 0.5081
88 H 0.2507
89 H 0.3196
90 H 0.5573
91 H 0.1495
92 H 0.3541
93 H 1.2084

=====

So which one is most stable? That would be version 2, about 13.0 kcal/mol below the next structure.

=====

Version 1
A 2-piece molecular cluster, C2H5NOS overall, computed with wB97M-V/def2-TZVPD.

Positions of all 10 atoms, in Å:
C: -0.708 1.817 -3.789
C: 0.786 -0.796 2.022
N: -1.091 1.140 -2.905
O: -0.738 -0.616 -0.278
S: -0.165 0.280 0.745
H: 0.997 0.821 0.172
H: 1.759 -0.869 1.538
H: 0.228 -1.688 1.883
H: 0.642 -0.578 3.060
H: -1.710 0.488 -2.447

Molar mass: 91.1 g mol⁻¹

Atomic charges from the natural (NBO) analysis, expressed in e, are listed below:
1 C 0.2840
2 C -0.7893
3 N -0.7466
4 O -0.9838
5 S 1.0462
6 H 0.0214
7 H 0.2342
8 H 0.2359
9 H 0.2382
10 H 0.4598

=====

Version 2
A 2-piece molecular cluster, C2H5NOS overall, computed with wB97M-V/def2-TZVPD.

Positions of all 10 atoms, in Å:
C: 0.313 0.574 0.021
C: -0.844 -1.696 0.001
N: -0.166 1.785 0.144
O: -0.173 -2.651 0.257
S: 2.016 0.422 -0.093
H: -1.161 -0.979 0.883
H: -1.127 -1.358 -1.018
H: -1.206 1.925 0.140
H: 0.379 2.736 0.081
H: 1.968 -0.757 -0.416

Molar mass: 91.1 g mol⁻¹

Atomic charges from the natural (NBO) analysis, expressed in e, are listed below:
1 C -0.0960
2 C 0.2658
3 N -0.7736
4 O -0.5666
5 S 0.0634
6 H 0.1093
7 H 0.1176
8 H 0.3992
9 H 0.3625
10 H 0.1184

=====

Version 3
C2H5NOS in the gas phase, computed with wB97M-V/def2-TZVPD.

Positions of all 10 atoms, in Å:
N: 2.169 -0.141 0.199
C: 1.076 0.812 -0.207
C: -0.414 0.331 -0.070
O: -1.615 1.112 0.162
S: -0.700 -1.160 -0.048
H: 2.051 -0.744 -0.775
H: 1.527 -0.658 1.020
H: 1.381 1.562 -0.877
H: 1.072 1.573 0.627
H: -1.073 2.066 -0.249

Molar mass: 91.1 g mol⁻¹
SMILES: NCC(O)=S

Atomic charges from the natural (NBO) analysis, expressed in e, are listed below:
1 N -0.7736
2 C -0.3561
3 C 0.0731
4 O -0.6338
5 S 0.0606
6 H 0.3609
7 H 0.3715
8 H 0.2357
9 H 0.2035
10 H 0.4583

=====

So which one is most stable? That would be version 1, about 1.7 kcal/mol below the next structure.